Entry 1:
{
  "formula": "C18H38ClLiO9",
  "method": "ωB97M-V/def2-TZVPD",
  "elements": ["Li", "Cl", "O", "O", "O", "O", "C", "C", "C", "O", "C", "H", "H", "H", "H", "H", "H", "H", "H", "C", "C", "C", "O", "C", "H", "H", "H", "H", "H", "H", "H", "H", "C", "C", "C", "O", "C", "H", "H", "H", "H", "H", "H", "H", "H", "C", "C", "C", "O", "C", "H", "H", "H", "H", "H", "H", "H", "H", "C", "C", "O", "H", "H", "H", "H", "H", "H"],
  "coordinates": [[-13.248, -2.033, 7.975], [-13.612, -4.003, 10.183], [-14.121, -4.916, 9.169], [-14.646, -3.046, 10.459], [-13.270, -4.790, 11.327], [-12.457, -3.328, 9.611], [-9.627, -1.057, 10.519], [-9.069, -1.200, 9.129], [-9.425, 0.105, 8.395], [-9.543, 1.072, 9.435], [-9.461, 0.458, 10.716], [-9.188, -1.653, 11.311], [-10.703, -1.247, 10.441], [-9.500, -2.088, 8.658], [-7.997, -1.420, 9.180], [-10.422, -0.159, 8.011], [-8.795, 0.413, 7.567], [-10.116, 0.963, 11.427], [-8.463, 0.650, 11.138], [-19.264, -2.985, 12.475], [-18.167, -3.812, 11.872], [-17.046, -3.698, 12.912], [-17.648, -3.351, 14.170], [-19.033, -3.107, 14.005], [-20.268, -3.274, 12.162], [-19.202, -1.901, 12.346], [-17.885, -3.466, 10.878], [-18.409, -4.873, 11.776], [-16.366, -2.888, 12.617], [-16.343, -4.528, 12.979], [-19.360, -2.160, 14.433], [-19.647, -3.918, 14.406], [-17.753, -1.158, 7.413], [-17.531, -2.664, 7.521], [-16.110, -2.717, 6.921], [-15.461, -1.566, 7.478], [-16.420, -0.651, 7.987], [-18.611, -0.773, 7.959], [-17.757, -0.908, 6.350], [-18.236, -3.297, 6.984], [-17.536, -3.011, 8.555], [-16.162, -2.650, 5.832], [-15.569, -3.615, 7.221], [-16.266, 0.374, 7.646], [-16.442, -0.704, 9.079], [-12.439, -1.543, 14.355], [-10.960, -1.441, 14.633], [-10.764, -2.506, 15.736], [-11.832, -3.457, 15.571], [-12.635, -3.056, 14.476], [-12.738, -1.252, 13.345], [-13.051, -0.966, 15.049], [-10.530, -0.492, 14.956], [-10.391, -1.740, 13.748], [-10.892, -2.044, 16.717], [-9.817, -3.040, 15.679], [-13.701, -3.259, 14.590], [-12.326, -3.533, 13.541], [-14.883, -7.441, 5.098], [-13.812, -7.265, 6.151], [-13.541, -5.895, 6.419], [-14.606, -7.179, 4.080], [-15.865, -7.024, 5.346], [-15.215, -8.489, 5.035], [-12.913, -7.786, 5.816], [-14.022, -7.719, 7.123], [-14.027, -5.623, 7.205]],
  "forces_ev_per_a": [[-0.590, -0.479, 0.667], [-1.539, -2.523, -0.373], [0.088, 0.368, -0.258], [0.186, 0.718, 0.285], [0.385, 1.008, -0.076], [0.526, 1.126, -0.465], [-1.361, 1.593, -0.275], [1.374, -1.237, -0.592], [-1.008, -1.485, 1.431], [-0.128, 0.354, -0.489], [1.185, -0.057, 0.727], [0.103, -0.102, -0.107], [0.032, -0.304, 0.400], [-0.002, 0.149, -0.235], [0.061, 0.370, -0.099], [-0.168, 0.752, -0.387], [0.265, 0.153, 0.211], [-0.522, -0.226, -0.332], [0.115, -0.027, -0.213], [-0.705, 0.498, 1.092], [0.708, -0.535, 0.063], [0.743, 1.304, -0.550], [-0.017, -0.281, -0.058], [-0.612, -0.448, -1.139], [0.020, -0.108, 0.116], [0.405, -0.127, -0.899], [0.275, 0.018, 0.090], [-0.490, 0.098, -0.006], [-0.205, 0.255, 0.107], [-0.593, -0.507, 0.315], [0.336, -0.066, 0.557], [0.206, -0.089, 0.298], [0.527, -0.350, 0.440], [0.408, -0.143, -0.416], [-0.927, -0.705, 0.622], [1.636, 0.002, -0.228], [-1.417, 0.184, 0.020], [-0.064, 0.055, -0.186], [-0.465, 0.249, 0.049], [-0.002, 0.175, -0.210], [0.171, 0.129, 0.054], [0.157, 0.078, 0.002], [0.095, 0.102, -0.044], [0.561, -0.122, 0.069], [0.187, 0.098, -0.040], [-0.253, -0.094, -0.647], [1.046, -0.410, 0.250], [-0.691, 0.093, -0.247], [-0.040, -0.069, 0.045], [-0.424, 0.831, -0.353], [0.185, 0.241, 0.026], [0.040, -0.188, 0.206], [-0.391, 0.168, -0.010], [-0.106, -0.038, -0.053], [0.203, -0.085, 0.107], [0.108, 0.113, 0.037], [0.146, -0.448, 0.526], [0.160, -0.126, 0.068], [-1.356, -1.276, 0.137], [-0.012, 0.129, 0.391], [0.308, 0.272, -0.533], [0.229, 0.391, 0.147], [0.393, 0.776, 0.109], [0.658, -0.160, 0.017], [0.238, 0.428, -0.106], [-0.535, -0.330, -0.250], [0.156, -0.133, 0.194]],
  "mulliken_charge": [0.9098, 1.5238, -0.7260, -0.5445, -0.6341, -0.6749, 0.0064, -0.7557, -0.1430, -0.4271, -0.4692, 0.3774, -0.0931, 0.3123, 0.3108, -0.0046, 0.3399, 0.3108, 0.2459, -0.5869, 0.4191, -0.2239, -0.4428, -0.5198, 0.3609, 0.2608, -0.5309, 0.3145, 0.0320, 0.3138, 0.3085, 0.2839, -0.6370, -0.1561, -0.2728, -0.2848, -0.4738, 0.3773, 0.2622, 0.4068, -0.1982, 0.2729, 0.1843, 0.3197, 0.2704, -0.5693, -0.1645, -0.5184, -0.4348, -0.1353, 0.2872, 0.2991, 0.3907, -0.1146, 0.2807, 0.2960, 0.2231, 0.1504, -0.9635, -0.2632, -0.4423, 0.2657, 0.2687, 0.3484, 0.2701, 0.2826, 0.3183],
  "relative_energy_kcal_mol": 24.13,
  "homo_energy_ev": -9.07
}

Entry 2:
{
  "formula": "C18H38F3N5O7P",
  "method": "ωB97M-V/def2-TZVPD",
  "elements": ["O", "P", "O", "O", "C", "C", "C", "N", "C", "F", "F", "F", "C", "C", "H", "H", "H", "H", "H", "H", "H", "H", "H", "H", "C", "O", "N", "C", "C", "H", "H", "H", "H", "H", "H", "H", "C", "O", "N", "C", "C", "H", "H", "H", "H", "H", "H", "H", "C", "O", "N", "C", "C", "H", "H", "H", "H", "H", "H", "H", "C", "O", "N", "C", "C", "H", "H", "H", "H", "H", "H", "H"],
  "coordinates": [[6.169, -1.485, 2.411], [4.931, -0.912, 1.586], [5.340, 0.465, 0.572], [4.466, -2.208, 0.476], [3.454, -0.374, 2.736], [2.158, -0.216, 1.743], [0.943, -1.315, 1.783], [-0.051, -0.693, 1.017], [-1.357, -1.414, 0.763], [-1.000, -2.741, 0.134], [-2.191, -1.592, 1.982], [-2.076, -0.636, -0.315], [0.270, 0.715, 0.473], [1.403, 1.231, 1.588], [4.618, 0.615, -0.112], [3.995, -1.773, -0.294], [3.714, 0.601, 3.359], [3.310, -1.231, 3.553], [2.606, -0.377, 0.649], [0.915, -2.367, 2.318], [-0.673, 1.363, 0.723], [0.723, 0.742, -0.608], [1.008, 1.799, 2.535], [2.260, 1.896, 1.100], [-6.199, -3.073, -2.222], [-6.851, -3.617, -3.103], [-4.924, -3.427, -1.835], [-4.218, -2.731, -0.780], [-4.268, -4.531, -2.505], [-6.603, -2.222, -1.648], [-3.295, -2.310, -1.189], [-3.975, -3.444, 0.014], [-4.827, -1.924, -0.363], [-4.194, -4.306, -3.573], [-4.871, -5.435, -2.376], [-3.268, -4.694, -2.093], [1.705, 4.579, -0.522], [1.694, 3.814, 0.434], [1.924, 4.217, -1.834], [1.922, 5.186, -2.911], [2.165, 2.824, -2.148], [1.533, 5.661, -0.396], [1.142, 4.915, -3.629], [2.898, 5.168, -3.405], [1.728, 6.194, -2.534], [1.304, 2.232, -1.824], [3.051, 2.484, -1.602], [2.321, 2.691, -3.222], [1.619, -3.945, -3.834], [2.155, -2.981, -3.301], [0.290, -4.288, -3.714], [-0.269, -5.448, -4.377], [-0.578, -3.465, -2.898], [2.188, -4.637, -4.476], [-1.067, -5.120, -5.049], [-0.679, -6.125, -3.622], [0.493, -5.976, -4.957], [-0.578, -2.445, -3.294], [-0.191, -3.444, -1.874], [-1.598, -3.859, -2.898], [0.205, 3.611, 5.142], [0.834, 3.074, 4.239], [-0.934, 4.372, 4.982], [-1.621, 4.975, 6.105], [-1.460, 4.576, 3.648], [0.519, 3.520, 6.195], [-2.645, 4.592, 6.140], [-1.639, 6.060, 5.967], [-1.118, 4.741, 7.047], [-1.697, 3.604, 3.207], [-0.697, 5.065, 3.035], [-2.360, 5.197, 3.679]],
  "forces_ev_per_a": [[-5.147, 2.743, -3.160], [5.153, -2.385, 1.334], [-2.520, -2.550, 0.861], [-0.667, 3.992, 1.051], [-0.634, -0.635, 0.266], [0.091, -0.435, -0.149], [-0.567, 3.427, -1.959], [1.062, -3.193, 2.209], [-1.236, -0.838, -2.050], [-1.634, 4.443, 2.734], [3.199, 0.618, -4.841], [2.425, -2.710, 4.356], [0.330, 2.164, 2.254], [1.515, -1.104, -1.282], [1.308, -0.148, 1.081], [0.768, -1.032, 0.828], [-0.531, -1.919, -1.702], [0.392, 1.722, -1.955], [-1.286, 0.094, 1.994], [-0.364, 2.220, -1.387], [1.684, -1.343, -1.362], [-1.346, -0.463, 2.135], [0.561, -1.442, -1.675], [-2.387, -1.210, 0.913], [0.073, -0.590, -0.488], [0.954, 0.372, 0.863], [-1.001, 0.514, -0.100], [-0.045, -0.255, -0.314], [-0.327, -0.086, -0.183], [0.111, -0.010, 0.059], [-0.142, -0.049, 0.148], [0.087, 0.155, 0.125], [0.027, -0.142, -0.128], [0.054, -0.205, 0.043], [0.201, -0.004, -0.148], [-0.284, 0.059, 0.060], [0.185, -0.227, -0.945], [-0.012, 0.172, -0.767], [-0.289, 0.410, 1.603], [0.047, -0.082, -0.167], [0.002, 0.088, 0.247], [0.034, -0.097, -0.110], [0.114, 0.190, -0.052], [-0.153, 0.156, -0.078], [0.037, -0.232, 0.012], [0.102, -0.044, -0.180], [-0.021, -0.133, -0.114], [-0.049, 0.086, 0.249], [-0.760, 0.015, 0.214], [-0.597, -0.382, -0.034], [1.470, 0.306, -0.187], [-0.126, 0.082, 0.068], [0.316, 0.122, 0.023], [-0.134, 0.004, 0.034], [0.025, -0.230, -0.016], [-0.028, -0.101, -0.206], [-0.090, 0.157, 0.137], [-0.131, -0.003, 0.161], [-0.149, 0.066, -0.149], [0.332, 0.056, -0.107], [-0.966, 0.671, -0.147], [-0.448, 0.101, 0.075], [1.456, -0.994, 0.308], [-0.077, 0.059, -0.085], [0.252, -0.082, -0.162], [-0.091, 0.081, -0.072], [0.045, 0.147, 0.162], [-0.098, -0.077, 0.189], [-0.035, 0.004, -0.217], [-0.058, 0.154, -0.122], [-0.187, -0.072, -0.094], [0.203, -0.146, 0.097]],
  "mulliken_charge": [-0.6042, 0.8006, -0.4725, -0.4913, -0.4170, 0.2842, -0.2203, 0.2974, 0.5774, -0.2114, -0.2091, -0.2687, -0.6144, -0.2657, 0.3714, 0.3841, 0.3314, 0.3635, -0.1712, 0.3867, 0.3301, 0.3417, 0.1883, 0.3598, 0.1076, -0.5623, 0.1716, -0.8080, -1.0411, 0.2673, 0.2763, 0.3134, 0.2585, 0.2985, 0.3661, 0.3904, 0.0641, -0.5343, 0.1297, -0.9205, -0.6797, 0.2777, 0.3367, 0.3391, 0.2871, 0.0598, 0.2398, 0.4179, 0.0464, -0.5666, 0.1961, -0.8621, -0.5884, 0.2850, 0.3022, 0.3073, 0.2996, 0.3283, 0.2723, -0.0734, 0.0619, -0.6136, 0.1130, -0.9106, -0.8612, 0.2752, 0.3380, 0.3391, 0.2901, 0.2130, 0.3055, 0.3759],
  "total_charge": 1,
  "relative_energy_kcal_mol": 86.86,
  "homo_energy_ev": -11.26
}

Sequential DFT total energy output: -1853.1997, -2149.6871 a.u.